This record from OMol25 describes a 3-piece molecular cluster, C28H62B2F3N4O9 overall. The level of theory is ωB97M-V with the def2-TZVPD basis set.

Geometry as XYZ:
```
108
Properties=species:S:1:pos:R:3:forces:R:3
C -1.923 2.198 3.464 0.8 0.9 0.3
C -0.335 2.393 3.466 0.4 0.3 0.1
C 0.513 1.066 3.145 0.3 0.5 1.5
N -0.331 -0.129 2.787 0.4 -0.2 -1.4
C -0.334 -0.332 1.301 0.3 1.7 0.8
O 0.969 -0.736 0.841 -1.4 -1.3 -0.6
C 1.152 -2.149 0.656 1.9 -0.8 -0.7
C 1.873 -2.882 1.913 0.4 0.4 -0.6
C 2.076 -4.457 1.690 0.7 0.7 -0.3
C 3.250 -4.929 2.671 -0.1 0.5 0.7
C 2.636 -5.135 4.135 -2.1 -0.3 0.7
O 1.412 -5.257 4.308 3.9 0.2 -0.5
O 3.496 -5.167 5.268 -0.9 0.8 -2.4
C -0.091 -2.963 0.059 2.0 -1.8 0.6
N -1.264 -2.091 -0.380 0.7 -0.5 -0.1
B -2.463 -3.040 -0.685 -4.1 -2.3 -1.2
O -3.820 -2.551 -0.814 3.3 -0.1 1.5
C -2.298 -4.646 -0.951 0.0 -0.3 0.2
C -1.657 -4.974 -2.410 -0.8 -0.7 0.5
C -1.003 -1.397 -1.663 2.1 2.7 -4.9
F -1.154 -0.016 -1.659 -0.1 -3.2 0.8
F -1.823 -1.866 -2.725 1.2 0.5 3.2
F 0.302 -1.594 -2.187 -2.8 0.0 2.0
C -1.575 -1.200 0.796 -1.5 2.6 0.8
B -2.344 -1.910 2.066 -1.6 -0.7 1.5
O -3.762 -1.640 2.257 2.3 -1.1 -1.4
C -1.725 -2.942 3.141 -0.3 -0.6 0.2
C -2.089 -2.433 4.643 -1.2 -0.5 -0.4
H -2.274 2.209 2.382 0.1 -0.3 1.5
H -2.223 1.256 4.030 0.4 1.2 -1.0
H -2.365 3.104 4.019 0.5 -1.4 -1.0
H 0.010 3.196 2.719 -0.8 -1.1 1.0
H -0.009 2.794 4.495 -0.5 -0.7 -1.5
H 1.334 1.292 2.393 -1.1 -0.5 0.8
H 1.041 0.778 4.126 -0.6 0.4 -1.6
H 0.122 -0.918 3.261 -0.5 0.1 -0.5
H -0.491 0.732 0.887 0.4 -1.7 0.5
H 1.963 -2.223 -0.163 -1.3 0.3 1.2
H 1.420 -2.597 2.915 0.3 -0.6 -1.2
H 2.935 -2.433 1.918 -1.7 -0.5 0.0
H 2.456 -4.589 0.611 -0.6 0.1 1.5
H 1.109 -5.048 1.809 1.5 0.7 0.1
H 3.828 -5.834 2.291 -1.0 1.0 0.7
H 4.030 -4.087 2.775 -1.1 -1.2 -0.3
H 4.261 -4.573 5.096 -0.4 -0.7 0.0
H -0.398 -3.736 0.848 -0.3 1.6 -1.1
H 0.290 -3.625 -0.801 -0.8 1.4 1.1
H -4.313 -2.824 -0.008 0.0 0.2 -0.8
H -3.344 -5.127 -0.980 1.5 1.0 0.1
H -1.754 -5.186 -0.098 -0.5 0.7 -1.3
H -2.276 -4.419 -3.184 1.2 -0.6 0.8
H -0.541 -4.781 -2.471 -1.5 -0.1 -0.1
H -1.847 -6.090 -2.586 0.5 1.6 0.2
H -2.366 -0.444 0.426 1.3 -1.1 0.4
H -4.203 -2.459 2.567 0.4 0.9 0.5
H -2.313 -3.931 3.019 1.0 1.2 0.1
H -0.633 -3.214 3.006 -1.2 0.4 0.3
H -2.229 -1.304 4.672 0.6 -1.5 0.1
H -1.393 -2.844 5.438 -0.7 0.7 -1.1
H -3.128 -2.875 4.870 1.6 0.7 -0.2
C 4.514 5.910 0.322 0.2 -0.2 -0.1
O 5.651 5.492 1.059 -0.3 0.3 0.0
C 5.905 6.297 2.213 0.4 -0.3 0.2
C 5.630 5.509 3.493 -0.3 0.2 -0.4
N 4.198 5.276 3.676 0.1 -0.2 0.0
C 3.885 4.307 4.728 -0.1 0.0 -0.2
C 4.386 2.868 4.541 -0.4 0.0 0.4
O 3.753 2.168 3.471 0.3 0.1 0.1
C 4.325 2.398 2.192 -0.3 -0.2 0.0
H 4.498 5.351 -0.616 0.1 0.0 0.1
H 3.591 5.688 0.865 -0.1 0.2 0.0
H 4.564 6.977 0.089 -0.1 0.0 0.0
H 5.343 7.236 2.189 -0.1 -0.2 0.0
H 6.970 6.550 2.186 -0.1 0.0 0.0
H 6.014 6.071 4.350 0.0 0.0 0.0
H 6.182 4.566 3.424 0.2 0.0 0.0
H 3.804 4.933 2.806 0.1 0.1 0.1
H 2.794 4.274 4.808 0.1 -0.1 0.1
H 4.258 4.692 5.684 0.1 -0.1 -0.1
H 4.120 2.314 5.448 0.0 0.0 -0.1
H 5.475 2.801 4.459 0.0 0.1 -0.2
H 5.403 2.572 2.243 -0.1 0.1 0.0
H 3.825 3.236 1.702 0.2 0.1 -0.1
H 4.148 1.512 1.578 0.0 0.0 0.1
C -3.916 2.228 -9.245 0.2 -0.2 -0.1
O -2.760 1.825 -8.527 -0.3 0.3 0.1
C -2.482 2.647 -7.394 0.4 -0.3 0.2
C -2.725 1.879 -6.096 -0.4 0.1 -0.4
N -4.152 1.646 -5.875 0.2 -0.2 0.1
C -4.437 0.693 -4.801 -0.1 0.0 -0.3
C -3.938 -0.748 -4.978 -0.4 -0.1 0.2
O -4.594 -1.465 -6.019 0.4 0.2 0.2
C -4.054 -1.255 -7.315 -0.3 -0.2 -0.1
H -3.953 1.655 -10.173 0.1 0.0 0.1
H -4.825 2.014 -8.677 -0.1 0.2 0.0
H -3.874 3.292 -9.496 -0.1 0.0 0.0
H -3.046 3.586 -7.419 -0.1 -0.2 0.0
H -1.418 2.902 -7.449 -0.1 0.0 0.0
H -2.323 2.455 -5.256 0.0 0.0 0.0
H -2.172 0.936 -6.163 0.2 0.0 0.0
H -4.565 1.289 -6.730 0.1 0.1 0.1
H -5.526 0.660 -4.695 0.1 -0.1 0.1
H -4.042 1.095 -3.860 0.1 0.0 -0.1
H -4.181 -1.288 -4.056 -0.1 0.0 0.0
H -2.850 -0.814 -5.085 0.1 0.1 -0.2
H -2.975 -1.078 -7.294 -0.1 0.1 0.0
H -4.568 -0.427 -7.807 0.2 0.1 -0.1
H -4.244 -2.151 -7.910 0.0 0.0 0.1
```
Forces are in eV/Å.

- total charge = +1
- frontier orbital gap (eV) = 6.7
- total energy (eV) = -63924.25730
- lowest unoccupied orbital energy (eV) = -3.600

---

This record from OMol25 describes one molecule with the formula C6H8FNO2S. The level of theory is ωB97M-V with the def2-TZVPD basis set.

Geometry as XYZ:
```
19
Properties=species:S:1:pos:R:3:forces:R:3
C -2.096 0.761 -0.046 2.5 -2.5 -0.5
C -1.833 0.336 1.176 0.9 -0.7 0.3
C -1.418 0.141 -1.181 1.3 -0.8 1.4
C -0.632 -0.562 1.518 -2.5 -1.5 -1.9
C 0.111 -0.828 0.251 2.7 -0.7 -1.7
C 2.138 0.130 -1.429 -2.5 -1.7 2.4
N -0.445 -0.665 -1.060 0.2 -1.4 1.6
O 2.302 0.248 1.363 1.5 -0.8 1.4
O 0.750 1.774 0.289 -0.4 0.2 0.0
F 0.889 -2.119 0.235 -1.8 2.5 0.4
S 1.429 0.508 0.291 -0.3 0.9 -3.5
H -2.841 1.351 -0.340 -3.2 2.5 -0.4
H -2.511 0.597 1.937 -0.4 0.4 1.1
H -1.655 0.148 -2.194 -1.5 1.0 -1.6
H 0.055 -0.171 2.174 1.3 1.5 1.8
H -0.865 -1.522 1.978 -0.7 -0.1 0.0
H 2.971 0.615 -1.812 1.5 1.4 -0.1
H 2.409 -0.868 -1.046 0.1 -0.2 -1.3
H 1.242 0.128 -2.103 1.2 -0.1 0.7
```
Forces are in eV/Å.

- energy above the lowest of the compared OMol25 structures with the same formula, charge and spin (eV) = 0.922
- total charge = 0
- SMILES string = CS(=O)(=O)[C@@]1(F)CC=CC=N1
- frontier orbital gap (eV) = 9.5
- total energy (eV) = -25486.39683
- lowest unoccupied orbital energy (eV) = -0.217

---

This record from OMol25 describes C32H37BrCdN4O2 as an isolated structure. The level of theory is ωB97M-V with the def2-TZVPD basis set.

Geometry as XYZ:
```
77
Properties=species:S:1:pos:R:3:forces:R:3
Cd -0.882 0.461 -0.075 0.1 0.1 0.4
C -0.059 1.758 -3.204 0.0 0.1 -0.1
C 1.209 2.510 -2.781 0.1 -0.1 0.1
C 0.970 3.587 -1.720 0.0 0.0 -0.1
C 2.334 1.531 -2.471 -0.1 0.0 0.0
C 3.321 1.378 -3.437 0.0 0.0 0.0
C 4.364 0.478 -3.282 0.0 0.0 0.0
C 4.406 -0.307 -2.147 0.0 0.0 0.0
C 3.438 -0.199 -1.150 0.0 0.0 0.0
C 3.515 -1.175 0.015 0.1 0.0 0.0
C 3.560 -2.624 -0.480 0.0 0.0 0.0
C 4.719 -0.896 0.919 0.0 0.0 0.0
C 2.413 0.756 -1.294 0.1 0.1 -0.2
N 1.446 0.911 -0.266 0.0 0.0 0.2
C 1.880 1.166 0.930 -0.1 0.0 -0.2
C 1.077 1.091 2.094 0.0 0.1 0.1
C 1.432 1.386 3.415 0.0 0.0 -0.1
C 0.302 1.135 4.184 -0.1 0.0 0.1
C -0.705 0.695 3.304 0.1 0.1 0.0
N -0.233 0.662 2.049 -0.1 -0.1 -0.2
C -2.111 0.288 3.682 0.0 0.0 0.0
C -2.990 0.120 2.446 0.0 0.0 0.0
C -2.060 -1.043 4.447 0.0 0.0 0.0
C -2.723 1.368 4.583 0.0 0.0 0.0
H -0.856 2.463 -3.450 0.0 0.0 0.0
H -0.447 1.104 -2.421 0.1 0.0 0.0
H 0.147 1.140 -4.081 0.0 0.0 0.0
H 1.537 3.043 -3.677 0.0 0.0 0.0
H 0.583 3.186 -0.790 0.0 0.0 0.0
H 0.235 4.306 -2.086 0.0 0.0 0.0
H 1.902 4.117 -1.514 0.0 0.0 0.0
H 3.269 1.987 -4.333 0.0 0.0 0.0
H 5.128 0.386 -4.044 0.0 0.0 0.0
H 5.204 -1.032 -2.033 0.0 0.0 0.0
H 2.611 -1.072 0.614 0.0 0.0 0.0
H 4.500 -2.842 -0.991 0.0 0.0 0.0
H 2.744 -2.824 -1.176 0.0 0.0 0.0
H 3.475 -3.313 0.363 0.0 0.0 0.0
H 5.649 -1.005 0.356 0.0 0.0 0.0
H 4.744 -1.599 1.754 0.0 0.0 0.0
H 4.697 0.115 1.327 0.0 0.0 0.0
H 2.928 1.437 1.078 0.0 0.0 0.0
H 2.394 1.743 3.752 0.0 0.0 0.0
H 0.206 1.256 5.253 0.0 0.0 0.0
H -2.623 -0.691 1.813 0.0 0.0 0.0
H -3.028 1.043 1.863 0.0 0.0 0.0
H -4.008 -0.137 2.746 0.0 0.0 0.0
H -1.629 -1.829 3.821 0.0 0.0 0.0
H -3.065 -1.354 4.745 0.0 0.0 0.0
H -1.447 -0.951 5.344 0.0 0.0 0.0
H -2.765 2.324 4.059 0.0 0.0 0.0
H -2.134 1.504 5.491 0.0 0.0 0.0
H -3.738 1.089 4.878 0.0 0.0 0.0
Br -3.393 -2.650 -0.251 0.0 0.0 0.0
C -4.000 -1.004 -0.984 0.0 0.0 0.0
C -5.276 -0.991 -1.514 -0.1 0.0 0.0
C -5.741 0.202 -2.044 0.0 0.0 0.0
C -4.922 1.314 -2.005 0.0 0.0 0.0
C -3.665 1.204 -1.434 0.1 0.0 0.1
N -3.198 0.048 -0.936 -0.1 -0.1 -0.1
C -2.787 2.465 -1.335 -0.1 -0.1 -0.1
O -3.181 3.439 -1.958 0.1 0.0 0.1
O -1.750 2.368 -0.608 -0.1 0.0 0.0
H -5.877 -1.888 -1.506 0.0 0.0 0.0
H -6.733 0.257 -2.473 0.0 0.0 0.0
H -5.215 2.278 -2.393 0.0 0.0 0.0
C 0.287 -4.396 -0.986 0.0 0.0 0.0
C 0.326 -3.853 0.290 0.0 -0.1 0.0
C 0.072 -2.504 0.445 0.0 0.1 0.0
N -0.218 -1.708 -0.587 0.0 -0.1 -0.1
C -0.231 -2.225 -1.816 0.0 0.0 0.0
C 0.018 -3.564 -2.061 0.0 0.0 0.0
H 0.476 -5.450 -1.141 0.0 0.0 0.0
H 0.550 -4.462 1.155 0.0 0.0 0.0
H 0.088 -2.028 1.421 0.0 0.0 0.0
H -0.454 -1.541 -2.627 0.0 0.0 0.0
H -0.006 -3.942 -3.074 0.0 0.0 0.0
```
Forces are in eV/Å.

- energy above the lowest of the compared OMol25 structures with the same formula, charge and spin (eV) = 0.009
- total charge = 0
- frontier orbital gap (eV) = 7.3
- total energy (eV) = -118449.39809
- lowest unoccupied orbital energy (eV) = 0.015

---

This record from OMol25 describes C45H64As2IN2O11P2ReS as an isolated structure. The level of theory is ωB97M-V with the def2-TZVPD basis set.

Geometry as XYZ:
```
129
Properties=species:S:1:pos:R:3:forces:R:3
Re 0.865 -0.043 -1.057 -0.2 2.1 -1.3
C -3.293 0.803 1.854 0.1 0.0 -0.3
C -3.983 0.675 0.502 -0.3 0.1 0.5
C -4.959 1.807 0.241 0.1 -0.2 -0.2
O -2.996 0.529 -0.551 0.3 0.3 -0.3
P -2.178 1.553 -1.421 -1.0 -0.2 0.0
O -1.100 0.837 -2.143 0.2 0.0 0.1
C -1.591 2.895 -0.354 0.4 -0.3 -0.4
P 0.014 3.478 -0.958 -0.6 1.0 0.6
O 0.988 2.410 -1.263 -0.2 -0.8 -0.2
O 0.640 4.343 0.210 0.0 -0.3 -0.3
C 0.090 5.533 0.819 -0.1 0.4 0.3
C 1.139 6.625 0.718 0.0 -0.1 -0.2
C -0.252 5.210 2.263 0.0 -0.1 -0.2
O -0.419 4.464 -2.114 0.2 -0.5 0.2
C 0.295 4.653 -3.377 0.4 0.1 -0.4
C 0.229 3.391 -4.219 -0.3 0.0 0.3
C 1.717 5.127 -3.121 -0.3 0.1 0.2
O -3.194 2.272 -2.403 0.3 0.0 0.2
C -3.904 1.446 -3.387 -0.3 -0.2 -0.4
C -5.202 2.159 -3.712 0.1 0.0 0.2
C -3.068 1.223 -4.636 0.1 0.2 0.3
H -3.969 0.486 2.648 0.0 0.0 0.0
H -2.995 1.836 2.052 0.0 0.0 0.0
H -2.411 0.163 1.875 0.0 0.0 0.1
H -4.515 -0.278 0.472 0.1 0.0 -0.1
H -4.443 2.767 0.195 -0.1 0.0 0.0
H -5.686 1.843 1.051 0.0 0.0 0.0
H -5.494 1.656 -0.696 0.0 0.0 0.0
H -1.419 2.489 0.643 -0.1 -0.1 0.0
H -2.318 3.706 -0.325 0.0 0.0 0.0
H -0.810 5.835 0.275 0.0 -0.1 0.0
H 2.054 6.302 1.215 0.0 0.0 0.0
H 0.782 7.539 1.191 0.0 0.0 0.0
H 1.370 6.839 -0.325 0.0 0.0 0.0
H 0.651 4.904 2.793 0.0 0.0 0.0
H -0.979 4.398 2.322 0.0 0.0 0.0
H -0.668 6.086 2.758 0.0 0.0 0.0
H -0.277 5.444 -3.863 0.0 0.0 0.1
H 0.698 2.559 -3.694 -0.1 0.0 -0.1
H 0.732 3.552 -5.172 0.0 0.0 0.0
H -0.811 3.130 -4.407 0.0 0.0 -0.1
H 2.235 4.408 -2.485 0.1 0.1 -0.1
H 1.713 6.099 -2.626 0.0 0.0 0.0
H 2.253 5.224 -4.064 0.0 0.0 0.0
H -4.123 0.481 -2.918 0.1 0.1 0.1
H -4.991 3.155 -4.101 0.0 0.0 0.0
H -5.839 2.256 -2.833 0.0 0.0 0.0
H -5.737 1.590 -4.471 0.0 0.0 0.0
H -2.935 2.169 -5.164 0.0 0.0 -0.1
H -3.580 0.524 -5.296 0.0 0.0 0.0
H -2.094 0.813 -4.380 0.0 -0.1 0.0
C 2.619 -0.550 -4.564 0.1 0.0 0.1
As 2.576 0.304 -2.804 0.4 0.1 0.0
C 3.291 2.037 -3.409 -0.2 -0.1 0.1
C 4.228 -0.193 -1.838 0.1 0.0 -0.1
C 5.359 -0.687 -2.480 0.0 0.1 -0.1
C 6.507 -0.992 -1.764 0.0 0.0 0.0
C 6.534 -0.809 -0.388 0.1 0.0 0.0
C 5.414 -0.315 0.264 0.0 0.1 0.0
C 4.264 0.006 -0.451 -0.1 -0.1 0.0
As 2.637 0.696 0.393 0.9 -0.2 0.5
C 2.682 0.108 2.259 0.0 -0.1 -0.2
C 3.093 2.577 0.668 -0.1 -0.1 -0.1
H 3.549 -0.337 -5.089 0.0 0.0 0.0
H 1.799 -0.098 -5.125 0.0 0.0 0.0
H 2.449 -1.621 -4.523 0.0 0.0 0.0
H 4.291 1.866 -3.805 0.0 0.0 0.0
H 3.344 2.725 -2.567 0.1 -0.1 0.0
H 2.659 2.467 -4.184 0.2 -0.1 0.1
H 5.340 -0.844 -3.553 0.0 0.0 0.0
H 7.377 -1.375 -2.279 0.0 0.0 0.0
H 7.427 -1.050 0.172 0.0 0.0 0.0
H 5.435 -0.172 1.339 0.1 0.0 0.0
H 3.583 0.446 2.768 0.0 0.0 0.0
H 2.588 -0.976 2.336 0.0 0.0 0.0
H 1.815 0.561 2.740 0.0 0.0 0.0
H 4.122 2.670 1.014 0.0 -0.2 0.0
H 2.410 2.998 1.404 0.0 0.0 0.0
H 2.948 3.108 -0.268 0.2 0.0 0.1
I 2.798 -6.236 3.620 -0.2 0.1 -0.1
C 1.906 -5.520 1.867 0.1 -0.1 0.2
C 2.332 -4.309 1.358 0.0 0.2 0.0
C 1.828 -3.856 0.144 -0.1 -0.3 0.1
C 0.909 -4.637 -0.561 0.0 0.1 0.2
C 0.470 -5.839 -0.011 0.0 0.1 0.0
C 0.955 -6.286 1.203 0.0 -0.1 0.0
C 0.468 -4.268 -1.918 0.0 -0.3 0.2
O -0.479 -4.702 -2.490 0.1 0.1 0.0
O 1.312 -3.388 -2.586 -0.1 0.1 -0.2
H 3.086 -3.725 1.872 0.0 0.0 0.0
H 3.046 -2.245 0.121 0.1 0.0 -0.1
H -0.237 -6.432 -0.577 0.0 0.0 0.0
H 0.634 -7.233 1.612 0.0 0.0 0.0
O 3.726 -3.800 -2.135 0.2 -0.2 -0.1
S 2.721 -2.768 -2.070 0.1 -0.4 0.5
N 2.259 -2.631 -0.395 -0.2 0.1 -0.6
C 0.120 -2.899 7.158 -0.1 0.0 -0.1
C -0.532 -3.468 5.929 0.0 -0.1 0.0
C -0.913 -4.802 5.900 0.1 0.0 0.0
C -1.482 -5.351 4.763 0.0 -0.1 0.0
C -1.656 -4.575 3.634 0.1 0.0 0.0
C -1.311 -3.224 3.656 0.0 -0.1 0.2
N -1.485 -2.417 2.508 0.1 0.1 -0.2
C -2.428 -2.648 1.526 -0.1 0.2 -0.1
C -3.676 -3.185 1.875 -0.1 0.0 0.0
C -4.639 -3.432 0.920 0.0 0.0 0.0
C -4.404 -3.135 -0.418 -0.1 0.0 -0.2
C -3.203 -2.563 -0.777 0.1 -0.1 0.0
C -2.214 -2.300 0.174 0.0 -0.1 0.1
C -1.021 -1.576 -0.300 -0.2 -0.2 0.8
O -0.564 -1.726 -1.464 0.6 0.1 0.1
O -0.426 -0.727 0.464 -0.8 -0.4 0.3
C -0.765 -2.656 4.813 -0.1 0.1 -0.1
C -0.470 -1.180 4.894 0.0 -0.1 0.0
H 0.325 -3.685 7.883 0.0 0.0 0.0
H -0.520 -2.154 7.636 0.0 0.0 0.0
H 1.064 -2.410 6.908 0.0 0.0 0.0
H -0.750 -5.422 6.773 0.0 0.0 0.0
H -1.767 -6.396 4.751 0.0 0.0 0.0
H -2.058 -5.010 2.728 0.0 0.0 0.0
H -0.702 -1.850 2.226 0.0 0.0 0.0
H -3.877 -3.384 2.919 0.0 -0.1 0.0
H -5.591 -3.852 1.219 0.0 0.0 0.0
H -5.158 -3.336 -1.167 0.0 0.0 0.0
H -3.003 -2.281 -1.803 0.0 -0.1 0.0
H -0.796 -0.655 3.998 0.0 0.0 0.0
H 0.596 -0.991 5.047 0.0 0.0 0.0
H -0.999 -0.747 5.745 0.1 0.1 0.0
```
Forces are in eV/Å.

- energy above the lowest of the compared OMol25 structures with the same formula, charge and spin (eV) = 1.359
- total charge = +1
- frontier orbital gap (spin up / spin down) (eV) = 7.4 / 7.3
- expectation value of S² = 0.882
- total energy (eV) = -234527.67956
- 2S+1 = 2
- lowest unoccupied orbital energy (spin up / spin down) (eV) = -2.103 / -2.150